{"formula": "C38H67CoN5O2", "method": "ωB97M-V/def2-TZVPD", "symbols": ["Co", "C", "N", "C", "C", "C", "N", "C", "C", "C", "C", "C", "C", "C", "O", "C", "C", "C", "C", "C", "C", "C", "C", "C", "C", "C", "C", "C", "C", "C", "O", "C", "C", "C", "C", "C", "C", "C", "C", "H", "H", "H", "H", "H", "H", "H", "H", "H", "H", "H", "H", "H", "H", "H", "H", "H", "H", "H", "H", "H", "H", "H", "H", "H", "H", "H", "H", "H", "H", "H", "H", "H", "H", "H", "H", "H", "H", "H", "H", "H", "H", "H", "H", "H", "H", "H", "H", "H", "H", "H", "H", "H", "H", "N", "C", "C", "N", "C", "C", "N", "H", "H", "H", "H", "H", "H", "H", "H", "H", "H", "H", "H", "H"], "xyz": [[-1.431, 0.108, -1.008], [-0.381, -3.378, -4.691], [-0.359, -3.034, -3.283], [-0.457, -4.229, -2.453], [0.827, -2.182, -3.089], [1.160, -1.871, -1.611], [0.828, -0.599, -1.002], [1.617, 0.455, -1.669], [1.583, 1.837, -1.044], [2.799, 2.558, -1.312], [3.057, 3.864, -0.960], [2.006, 4.470, -0.217], [0.789, 3.793, 0.130], [0.556, 2.448, -0.365], [-0.633, 1.814, -0.182], [-0.263, 4.370, 1.108], [-0.470, 3.529, 2.332], [0.167, 5.788, 1.519], [-1.622, 4.461, 0.295], [4.382, 4.588, -1.297], [4.396, 5.992, -0.652], [5.497, 3.769, -0.686], [4.505, 4.784, -2.817], [1.230, -0.690, 0.398], [0.543, -1.674, 1.259], [1.313, -2.439, 2.138], [0.803, -3.365, 2.991], [-0.598, -3.488, 2.947], [-1.409, -2.730, 2.121], [-0.830, -1.840, 1.207], [-1.577, -1.155, 0.392], [-2.928, -2.703, 2.290], [-3.607, -3.223, 0.968], [-3.443, -3.431, 3.506], [-3.348, -1.236, 2.497], [1.617, -4.233, 3.877], [2.796, -4.890, 3.090], [0.828, -5.371, 4.553], [2.189, -3.424, 5.063], [0.446, -3.961, -5.094], [-0.465, -2.421, -5.291], [-1.282, -4.013, -4.904], [0.441, -4.879, -2.474], [-1.286, -4.873, -2.800], [-0.730, -3.968, -1.473], [0.592, -1.257, -3.591], [1.673, -2.653, -3.589], [2.280, -1.964, -1.399], [0.655, -2.644, -0.987], [1.360, 0.567, -2.804], [2.712, 0.135, -1.563], [3.608, 2.056, -1.887], [2.101, 5.458, 0.146], [0.416, 3.358, 2.903], [-0.891, 2.542, 2.108], [-1.144, 4.063, 3.074], [1.092, 5.707, 2.093], [-0.608, 6.271, 2.146], [0.286, 6.319, 0.562], [-1.837, 3.543, -0.182], [-1.532, 5.188, -0.533], [-2.453, 4.723, 1.001], [4.394, 6.018, 0.414], [3.593, 6.612, -1.023], [5.372, 6.514, -0.953], [5.399, 3.723, 0.428], [6.454, 4.193, -0.899], [5.486, 2.687, -0.963], [3.602, 5.287, -3.109], [4.623, 3.859, -3.262], [5.359, 5.439, -2.995], [1.180, 0.329, 0.767], [2.321, -0.942, 0.422], [2.347, -2.219, 2.242], [-1.000, -4.206, 3.648], [-2.805, -3.698, 0.332], [-3.979, -2.380, 0.415], [-4.347, -3.947, 1.158], [-3.135, -4.522, 3.395], [-4.547, -3.400, 3.496], [-3.011, -3.131, 4.477], [-3.134, -0.580, 1.667], [-2.849, -0.812, 3.404], [-4.423, -1.164, 2.623], [2.388, -5.428, 2.220], [3.385, -5.546, 3.816], [3.527, -4.187, 2.785], [0.554, -6.128, 3.799], [0.086, -5.073, 5.296], [1.606, -5.934, 5.190], [3.027, -2.816, 4.654], [2.685, -4.097, 5.800], [1.439, -2.805, 5.551], [-2.728, -1.276, -2.099], [-4.098, -0.796, -2.400], [-4.515, 0.207, -1.337], [-3.501, 1.303, -1.223], [-3.417, 2.121, -2.425], [-2.013, 2.342, -2.935], [-1.349, 1.063, -3.102], [-2.403, -1.944, -2.857], [-2.819, -1.919, -1.347], [-4.921, -1.565, -2.474], [-4.067, -0.269, -3.383], [-4.512, -0.362, -0.382], [-5.519, 0.536, -1.596], [-3.711, 1.776, -0.388], [-3.914, 3.109, -2.321], [-3.992, 1.678, -3.261], [-1.487, 2.916, -2.124], [-2.078, 3.005, -3.833], [-0.400, 1.234, -3.275], [-1.718, 0.451, -3.833]], "atomic_forces_ev_per_a": [[1.00, 1.17, -0.45], [-1.90, 0.50, -1.00], [0.09, -0.27, -0.39], [0.09, -0.80, -1.32], [-0.47, 0.12, 1.32], [0.87, -1.59, 0.57], [-0.93, 0.62, -1.46], [0.61, 0.02, -0.45], [2.56, 0.63, -1.18], [0.12, -0.69, -0.53], [-1.38, 0.45, 0.63], [-1.35, -1.77, 0.11], [1.07, -0.54, -0.08], [-1.90, -0.04, 0.45], [1.31, 0.46, -0.22], [-0.47, 0.79, -1.75], [-1.37, -0.26, 1.22], [-0.72, -0.43, -0.27], [0.38, 1.36, 1.06], [-1.16, 0.17, 0.89], [1.86, 0.49, -1.34], [-0.17, -1.36, 1.15], [0.24, 1.56, 2.07], [1.38, 0.91, -0.04], [0.51, -0.61, 0.20], [0.23, 0.85, -0.30], [-2.13, -0.43, -0.50], [0.44, -0.19, 0.36], [-0.57, -0.47, 1.05], [0.21, 0.15, 0.22], [-0.88, -0.33, -0.36], [-0.02, 1.12, -0.90], [2.55, 0.11, -0.01], [0.38, -2.51, -0.10], [0.11, 0.61, 0.84], [0.88, -0.68, 1.42], [-0.48, -1.04, 1.67], [2.14, -1.50, 0.37], [1.62, -0.04, -0.57], [0.63, 0.00, 0.28], [0.10, -1.10, 0.49], [0.57, 0.72, 0.14], [-0.09, 0.34, 0.16], [0.27, 0.42, -0.17], [0.00, 0.29, 1.47], [0.12, 0.42, -0.44], [0.40, 0.04, 0.05], [-1.02, -0.42, -0.62], [0.58, 0.49, -0.36], [0.46, -0.66, 1.95], [-1.12, 0.23, -0.60], [-0.74, 0.02, 0.42], [0.28, 0.73, 0.25], [1.01, -0.05, 0.17], [-0.02, 0.28, -0.05], [0.41, -0.53, -0.98], [0.04, 0.37, -0.13], [0.37, -0.21, -0.38], [0.17, 0.41, 0.66], [-0.22, -1.08, -0.05], [-0.07, 0.13, 0.58], [0.57, 0.02, -0.69], [-0.21, -0.31, 0.83], [-0.29, 0.18, -0.13], [-1.22, -0.66, 0.29], [-0.03, 0.29, -0.77], [0.84, 0.23, -0.28], [0.06, 0.88, -0.24], [-0.39, 0.14, -0.62], [0.17, -1.80, -1.32], [0.05, -0.14, -0.31], [-0.29, 0.08, 0.39], [-0.38, 0.15, -0.09], [1.01, 0.17, -0.39], [-0.48, 0.14, -0.15], [-0.88, 0.31, 0.52], [-0.47, 0.25, -0.27], [-1.12, -0.82, 0.21], [-0.61, 1.01, 0.24], [0.50, 0.06, 0.31], [-0.33, 0.31, -0.53], [0.37, -0.04, -0.16], [-0.43, -0.31, -0.60], [-0.40, -0.18, 0.37], [0.40, -0.06, 0.37], [-0.95, 0.35, -1.08], [0.46, 0.98, -0.63], [-0.73, 0.38, 0.43], [-0.37, 0.02, -0.57], [-1.01, 0.74, -0.83], [-0.66, 0.17, 0.46], [-0.52, 0.35, -0.35], [0.05, 0.03, -0.01], [-0.74, -1.48, -1.99], [-0.20, 0.38, -0.79], [0.99, -0.56, 0.24], [-0.41, -2.21, -1.11], [-1.12, 1.04, -0.80], [-0.19, 1.33, 0.79], [-0.67, -0.33, 0.31], [-0.05, 1.32, 0.85], [0.06, -0.57, 1.28], [1.04, 0.38, 0.08], [-0.06, -0.56, 0.54], [-0.21, 0.66, -0.32], [-0.21, 0.35, 0.24], [0.05, 1.19, 0.95], [0.34, -0.38, 0.30], [0.11, -0.15, 0.55], [-0.07, -0.65, -0.93], [0.20, -0.61, 0.39], [1.55, 0.08, -0.41], [-0.02, 0.48, 0.21]], "mulliken_spin": [2.629, 0.000, 0.000, 0.000, 0.005, 0.017, 0.015, -0.001, 0.004, -0.003, 0.000, -0.001, 0.004, -0.036, 0.076, 0.006, 0.001, 0.000, 0.000, -0.001, 0.000, 0.000, 0.000, 0.016, -0.007, -0.010, 0.013, -0.004, 0.016, 0.009, 0.080, 0.002, 0.003, 0.000, 0.004, -0.002, 0.001, 0.001, 0.000, 0.000, 0.000, 0.000, 0.000, 0.000, 0.000, 0.002, -0.001, 0.008, -0.002, 0.000, 0.005, 0.000, 0.000, 0.000, -0.001, 0.000, 0.000, 0.000, 0.000, 0.002, 0.000, 0.000, 0.000, 0.000, 0.000, 0.000, 0.000, 0.000, 0.000, 0.000, 0.000, 0.000, 0.002, -0.001, 0.000, 0.000, -0.002, 0.000, 0.000, 0.000, 0.000, -0.005, 0.000, 0.000, 0.000, 0.000, 0.000, 0.000, 0.000, 0.000, 0.000, 0.000, 0.000, 0.057, -0.001, -0.002, 0.060, -0.001, 0.000, 0.062, 0.004, -0.016, 0.002, -0.001, 0.001, 0.000, -0.003, 0.000, -0.002, 0.002, 0.000, -0.007, 0.000], "e_tot_ha": -3295.1546, "spin_multiplicity": 4, "homo_lumo_gap_ev": [7.14, 7.18]}


{"formula": "C38H68Br3N5O7", "method": "ωB97M-V/def2-TZVPD", "symbols": ["C", "C", "O", "N", "C", "C", "C", "C", "C", "C", "C", "Br", "C", "C", "Br", "C", "O", "C", "C", "C", "C", "C", "C", "Br", "C", "C", "C", "C", "O", "H", "H", "H", "H", "H", "H", "H", "H", "H", "H", "H", "H", "H", "H", "H", "H", "H", "H", "H", "H", "H", "H", "H", "H", "C", "C", "C", "O", "C", "N", "H", "H", "H", "H", "H", "H", "H", "H", "H", "H", "H", "C", "C", "C", "O", "C", "N", "H", "H", "H", "H", "H", "H", "H", "H", "H", "H", "H", "C", "C", "C", "O", "C", "N", "H", "H", "H", "H", "H", "H", "H", "H", "H", "H", "H", "C", "C", "C", "O", "C", "N", "H", "H", "H", "H", "H", "H", "H", "H", "H", "H", "H"], "xyz": [[2.945, 4.710, 0.387], [2.174, 4.426, -1.007], [2.716, 3.546, -1.745], [0.901, 5.109, -1.379], [-0.279, 4.377, -0.748], [-0.817, 5.317, 0.430], [-2.186, 4.849, 1.126], [-2.782, 3.454, 0.617], [-2.160, 2.166, 1.366], [-2.943, 0.989, 1.599], [-4.484, 0.868, 1.187], [-5.901, 1.391, 2.504], [-4.933, 0.401, -0.070], [-3.928, -0.080, -1.217], [-6.898, 0.295, -0.438], [-2.327, -0.333, 2.300], [-2.975, -1.031, 3.113], [-0.796, -0.633, 1.883], [-0.220, -2.071, 1.728], [1.282, -2.166, 1.267], [2.038, -3.558, 1.061], [2.869, -4.059, 2.337], [3.737, -5.346, 1.844], [4.206, -2.735, 3.009], [2.131, -0.874, 0.978], [1.547, 0.546, 1.178], [0.074, 0.656, 1.630], [-0.619, 2.096, 1.858], [-0.009, 3.043, 2.405], [3.644, 5.625, 0.303], [3.631, 3.835, 0.687], [2.239, 4.889, 1.264], [0.990, 6.032, -0.904], [-1.052, 4.171, -1.568], [0.132, 3.366, -0.414], [0.031, 5.411, 1.204], [-0.974, 6.377, -0.006], [-2.975, 5.664, 0.987], [-1.964, 4.737, 2.254], [-3.901, 3.455, 0.915], [-2.792, 3.331, -0.531], [-2.954, -0.485, -0.780], [-3.739, 0.803, -1.916], [-4.449, -0.922, -1.812], [-0.860, -3.009, 1.917], [1.302, -4.409, 0.802], [2.769, -3.403, 0.178], [2.207, -4.340, 3.239], [4.532, -4.903, 1.130], [3.097, -6.072, 1.242], [4.316, -5.815, 2.706], [3.218, -0.962, 0.608], [2.116, 1.523, 0.977], [2.775, -1.316, 8.605], [3.486, -1.089, 7.275], [2.851, 0.028, 6.419], [1.650, -0.354, 5.755], [0.483, -0.278, 6.557], [3.546, -2.360, 6.543], [1.831, -1.853, 8.491], [3.401, -1.916, 9.272], [2.570, -0.367, 9.108], [4.511, -0.778, 7.507], [3.557, 0.281, 5.621], [2.699, 0.945, 7.001], [0.524, 0.553, 7.267], [0.326, -1.222, 7.083], [-0.371, -0.126, 5.894], [4.102, -2.225, 5.700], [2.609, -2.547, 6.185], [3.259, -4.453, -5.577], [2.998, -3.287, -4.627], [3.647, -3.467, -3.239], [2.956, -4.372, -2.381], [3.260, -5.740, -2.602], [1.549, -3.074, -4.522], [2.657, -5.332, -5.339], [3.011, -4.167, -6.603], [4.313, -4.744, -5.560], [3.443, -2.395, -5.082], [3.617, -2.499, -2.727], [4.706, -3.742, -3.321], [4.302, -5.889, -2.898], [2.587, -6.158, -3.353], [3.084, -6.278, -1.668], [1.381, -2.239, -3.962], [1.173, -3.828, -3.945], [-6.170, 7.578, 5.292], [-6.015, 6.098, 4.954], [-4.548, 5.661, 4.761], [-3.981, 6.046, 3.511], [-3.496, 7.378, 3.471], [-6.829, 5.791, 3.772], [-6.025, 8.225, 4.425], [-7.177, 7.776, 5.670], [-5.460, 7.880, 6.067], [-6.415, 5.531, 5.802], [-4.520, 4.566, 4.769], [-3.915, 5.993, 5.593], [-3.076, 7.693, 4.430], [-4.292, 8.058, 3.160], [-2.709, 7.426, 2.715], [-6.798, 4.787, 3.605], [-6.348, 6.184, 2.962], [-0.735, -4.647, -11.274], [0.727, -4.917, -10.928], [0.943, -5.347, -9.461], [0.877, -4.279, -8.522], [-0.438, -3.922, -8.128], [1.523, -3.730, -11.265], [-1.092, -3.696, -10.875], [-0.865, -4.605, -12.359], [-1.381, -5.443, -10.893], [1.061, -5.745, -11.563], [1.959, -5.748, -9.376], [0.264, -6.160, -9.175], [-1.105, -4.788, -8.084], [-0.840, -3.165, -8.805], [-0.381, -3.476, -7.133], [2.508, -3.946, -11.121], [1.326, -3.022, -10.556]], "atomic_forces_ev_per_a": [[0.08, 0.40, 0.23], [2.17, -2.78, -1.43], [-2.63, 3.34, 2.52], [1.90, -0.44, 1.65], [0.19, 0.42, -0.12], [-0.02, -0.13, -0.21], [0.60, -0.21, 0.43], [-0.82, -0.31, 0.99], [-1.07, -2.07, -0.03], [0.45, 1.26, -0.32], [-0.41, -0.63, -2.03], [1.74, -0.30, -0.81], [1.54, 0.56, 2.15], [-1.23, -0.10, 0.19], [2.13, 0.01, 0.02], [-0.13, -0.69, 1.13], [2.11, 2.27, -3.06], [2.06, 0.10, -0.70], [2.46, 3.54, -0.74], [-1.00, 2.56, 0.26], [-0.11, 0.91, 0.23], [-0.16, -1.79, -0.62], [0.48, 1.44, -0.24], [-0.71, -0.47, -0.42], [-3.16, 0.60, 1.02], [-2.53, -2.87, 0.73], [0.88, -2.48, -0.37], [0.72, 0.27, 0.72], [-2.01, -2.97, -2.06], [-1.25, -1.29, -0.05], [-1.22, 1.21, -0.89], [0.76, -0.14, -1.28], [-0.39, -0.84, -0.50], [1.04, 0.45, 1.23], [-0.88, 1.24, -0.12], [-1.38, -0.24, -1.11], [0.27, -1.67, 0.50], [1.03, -1.27, 0.22], [-0.67, 0.29, -1.83], [1.77, -0.09, -0.46], [0.35, 0.07, 1.85], [-1.36, 0.73, -0.51], [-0.14, -1.26, 0.89], [0.91, 1.41, 0.93], [1.16, 1.79, -0.31], [1.09, 1.43, 0.35], [-1.18, -0.48, 1.40], [1.00, 0.69, -1.53], [-1.26, -0.85, 1.01], [0.77, 0.83, 1.07], [-1.06, 0.44, -1.14], [-2.03, -0.02, 0.70], [-0.81, -1.87, 0.33], [0.10, 0.01, 0.28], [-0.45, -0.12, -0.03], [0.20, -0.14, -0.24], [0.19, 0.32, 0.34], [-0.07, -0.23, -0.33], [0.05, 0.22, -0.14], [0.05, 0.06, -0.09], [-0.05, 0.03, -0.13], [-0.02, -0.04, -0.03], [-0.04, 0.03, -0.13], [-0.10, -0.08, -0.03], [-0.12, -0.05, 0.11], [0.07, -0.04, 0.04], [-0.09, 0.10, 0.20], [0.11, 0.02, -0.03], [-0.02, -0.12, 0.17], [0.14, -0.01, 0.10], [0.12, 0.01, -0.32], [-0.12, -0.40, 0.13], [-0.17, 0.35, 0.02], [0.43, 0.04, -0.13], [-0.35, 0.01, 0.18], [0.07, 0.10, 0.30], [0.01, 0.08, 0.06], [-0.08, -0.01, 0.15], [-0.04, -0.01, 0.04], [-0.03, 0.01, 0.15], [-0.09, -0.09, 0.03], [-0.03, -0.15, -0.06], [-0.03, 0.05, -0.07], [0.17, -0.13, -0.09], [0.03, 0.11, 0.00], [-0.02, 0.00, -0.16], [0.04, 0.06, -0.19], [-0.14, 0.13, 0.22], [0.17, 0.26, -0.31], [-0.19, -0.33, -0.05], [0.06, 0.11, 0.48], [-0.09, -0.14, -0.35], [0.24, -0.21, -0.01], [0.03, -0.11, 0.00], [0.09, -0.07, -0.09], [-0.01, 0.00, -0.05], [0.09, -0.07, -0.09], [0.01, 0.06, -0.12], [0.00, 0.16, -0.03], [-0.08, -0.01, 0.03], [0.07, 0.18, 0.14], [-0.01, -0.09, 0.06], [-0.13, 0.07, 0.05], [-0.15, 0.02, 0.13], [-0.17, -0.10, -0.22], [-0.18, 0.29, 0.25], [0.31, 0.08, -0.07], [-0.18, -0.47, -0.15], [0.20, 0.36, 0.18], [0.16, -0.12, 0.23], [0.10, -0.06, 0.04], [0.08, 0.03, 0.12], [0.02, 0.05, 0.01], [0.08, 0.02, 0.11], [-0.02, 0.11, 0.03], [-0.14, 0.08, -0.01], [0.02, -0.02, -0.11], [-0.22, -0.10, -0.01], [0.12, -0.09, -0.04], [-0.07, 0.02, -0.14], [-0.04, -0.07, -0.18]], "mulliken_charge": [-0.882, 0.528, -0.537, -0.411, 0.160, -0.657, -0.205, -0.649, 0.925, 0.069, -0.725, -0.104, 0.337, -0.805, -0.170, -0.111, -0.586, 0.816, -0.981, 0.982, -0.796, -0.061, -1.026, -0.148, -0.465, -0.772, 0.226, 0.370, -0.546, 0.331, 0.292, 0.208, 0.331, 0.137, -0.015, -0.044, 0.414, 0.274, 0.208, 0.455, 0.241, 0.149, 0.238, 0.377, 0.293, 0.445, -0.073, 0.420, 0.282, 0.303, 0.339, 0.346, 0.234, -1.481, 0.344, -0.750, -0.098, -0.718, -0.702, 0.268, 0.375, 0.348, 0.441, 0.303, 0.438, 0.347, 0.258, 0.129, 0.158, 0.350, -1.240, 0.329, -0.824, -0.182, -0.765, -0.641, 0.253, 0.220, 0.370, 0.376, 0.348, 0.421, 0.349, 0.259, 0.198, 0.264, 0.286, -1.409, 0.382, -0.820, -0.156, -0.769, -0.743, 0.282, 0.365, 0.340, 0.416, 0.327, 0.411, 0.345, 0.256, 0.218, 0.232, 0.339, -1.378, 0.347, -0.743, -0.290, -0.735, -0.746, 0.282, 0.347, 0.339, 0.398, 0.333, 0.419, 0.334, 0.253, 0.228, 0.271, 0.331], "e_tot_ha": -10010.8246, "spin_multiplicity": 1, "homo_lumo_gap_ev": 7.68}